Record 1
Entry from the OMol25 dataset: an isolated molecule of C9H11FN2S in a non-equilibrium geometry (ωB97M-V with the def2-TZVPD basis set).

Summary:
Calculated total energy in Ha: -957.052154
Multiplicity: 1
SMILES: CN/C(=N\c1ccccc1F)SC
Molecular weight in g mol⁻¹: 198.27
Total charge: 0

Last columns: bonded neighbours and bond lengths (Å).
Geometry (Å):
1 C -2.370 2.267 -0.852  N2 1.476, H14 1.093, H15 1.132, H16 1.223
2 N -1.219 1.400 -0.529  C1 1.476, C3 1.343, H17 0.973
3 C -1.323 0.138 -0.081  N2 1.343, N4 1.251, S12 1.830
4 N -0.377 -0.600 0.274  C3 1.251, C5 1.491
5 C 1.075 -0.461 -0.033  N4 1.491, C6 1.394, C10 1.417
6 C 1.874 -1.437 -0.627  C5 1.394, C7 1.389, H18 1.117
7 C 3.255 -1.356 -0.748  C6 1.389, C8 1.316, H19 1.033
8 C 3.854 -0.278 -0.288  C7 1.316, C9 1.383, H20 1.099
9 C 3.215 0.716 0.429  C8 1.383, C10 1.408, H21 1.140
10 C 1.815 0.605 0.536  C5 1.417, C9 1.408, F11 1.374
11 F 1.255 1.688 1.170  C10 1.374
12 S -3.030 -0.514 -0.008  C3 1.830, C13 1.792
13 C -2.814 -2.145 0.701  S12 1.792, H22 1.101, H23 1.125, H24 1.141
14 H -2.778 2.906 -0.065  C1 1.093
15 H -3.193 1.687 -1.372  C1 1.132
16 H -2.025 3.088 -1.689  C1 1.223
17 H -0.443 1.833 -0.133  N2 0.973
18 H 1.296 -2.243 -1.140  C6 1.117
19 H 3.774 -2.008 -1.360  C7 1.033
20 H 4.942 -0.185 -0.413  C8 1.099
21 H 3.551 1.697 0.902  C9 1.140
22 H -3.780 -2.641 0.522  C13 1.101
23 H -2.410 -2.196 1.750  C13 1.125
24 H -2.060 -2.796 0.145  C13 1.141

Record 2
Entry from the OMol25 dataset: a cluster of 8 separate species, C26H48N3O30S7 in total in a non-equilibrium geometry (ωB97M-V with the def2-TZVPD basis set).

Summary:
Calculated total energy in Ha: -6227.549024
Multiplicity: 1
Molecular weight in g mol⁻¹: 1107.13
Total charge: +1

Last columns: bonded neighbours and bond lengths (Å).
Geometry (Å):
1 C -1.967 1.525 -0.348  C2 1.612, H18 1.171, H19 1.168, H20 1.150
2 C -0.976 0.296 -0.024  C1 1.612, O3 1.454, H21 1.170, H22 1.172
3 O 0.227 0.222 -0.838  C2 1.454, C4 1.449
4 C -0.052 0.166 -2.259  O3 1.449, C5 1.614, H23 1.165, H24 1.170
5 C -1.191 -0.888 -2.702  C4 1.614, C6 1.606, H25 1.170, H26 1.162
6 C -0.816 -2.365 -2.194  C5 1.606, C7 1.582, C17 1.618
7 C -1.817 -3.483 -1.693  C6 1.582, N8 1.422, H27 1.170
8 N -1.607 -4.809 -1.227  C7 1.422, N9 1.337
9 N -0.339 -5.228 -1.138  N8 1.337, C10 1.437, H28 1.045
10 C 0.740 -4.360 -1.522  N9 1.437, C11 1.641, C17 1.569
11 C 2.242 -4.992 -1.328  C10 1.641, C12 1.623, H29 1.163, H30 1.168
12 C 3.369 -3.849 -1.086  C11 1.623, O13 1.292, N14 1.478
13 O 4.182 -3.635 -2.067  C12 1.292
14 N 3.363 -3.114 0.196  C12 1.478, C15 1.512, C16 1.496
15 C 4.020 -3.897 1.311  N14 1.512, H31 1.169, H32 1.154, H33 1.151
16 C 3.956 -1.745 0.089  N14 1.496, H34 1.169, H35 1.152, H36 1.165
17 C 0.708 -2.901 -2.100  C6 1.618, C10 1.569, H37 1.154
18 H -3.001 1.244 0.126  C1 1.171
19 H -1.670 2.524 0.178  C1 1.168
20 H -2.177 1.715 -1.462  C1 1.150
21 H -0.609 0.456 1.075  C2 1.170
22 H -1.562 -0.719 0.015  C2 1.172
23 H -0.302 1.237 -2.642  C4 1.165
24 H 0.959 -0.109 -2.780  C4 1.170
25 H -1.182 -0.907 -3.872  C5 1.170
26 H -2.241 -0.602 -2.298  C5 1.162
27 H -2.942 -3.160 -1.731  C7 1.170
28 H -0.153 -6.196 -0.794  N9 1.045
29 H 2.515 -5.728 -2.186  C11 1.163
30 H 2.209 -5.633 -0.352  C11 1.168
31 H 3.627 -3.421 2.303  C15 1.169
32 H 5.159 -3.739 1.207  C15 1.154
33 H 3.682 -4.994 1.222  C15 1.151
34 H 4.335 -1.465 1.160  C16 1.169
35 H 4.875 -1.662 -0.600  C16 1.152
36 H 3.186 -0.914 -0.182  C16 1.165
37 H 1.619 -2.270 -2.421  C17 1.154
38 C 2.709 4.473 -1.608  C39 1.522, O44 1.428, H45 1.094, H46 1.091
39 C 2.080 3.319 -0.840  C38 1.522, O40 1.427, H47 1.091, H48 1.094
40 O 0.934 3.881 -0.201  C39 1.427, S41 1.626
41 S 0.329 5.062 -1.141  O40 1.626, O42 1.436, O43 1.435, O44 1.624
42 O -0.754 4.515 -1.909  S41 1.436
43 O 0.201 6.250 -0.348  S41 1.435
44 O 1.612 5.229 -2.123  C38 1.428, S41 1.624
45 H 3.287 5.121 -0.943  C38 1.094
46 H 3.348 4.126 -2.422  C38 1.091
47 H 2.760 2.890 -0.103  C39 1.091
48 H 1.737 2.533 -1.519  C39 1.094
49 C 5.275 -8.574 4.334  C50 1.522, O55 1.428, H56 1.094, H57 1.091
50 C 5.980 -7.405 3.662  C49 1.522, O51 1.428, H58 1.091, H59 1.094
51 O 4.935 -6.628 3.077  C50 1.428, S52 1.626
52 S 3.603 -6.751 4.002  O51 1.626, O53 1.435, O54 1.435, O55 1.624
53 O 3.548 -5.605 4.864  S52 1.435
54 O 2.508 -7.153 3.167  S52 1.435
55 O 4.077 -8.028 4.887  C49 1.428, S52 1.624
56 H 4.995 -9.339 3.604  C49 1.094
57 H 5.884 -9.028 5.118  C49 1.091
58 H 6.692 -7.729 2.901  C50 1.091
59 H 6.495 -6.779 4.398  C50 1.094
60 C -4.277 3.306 4.478  C61 1.522, O66 1.428, H67 1.094, H68 1.091
61 C -3.038 3.509 3.618  C60 1.522, O62 1.428, H69 1.091, H70 1.094
62 O -2.659 2.197 3.198  C61 1.428, S63 1.625
63 S -3.994 1.286 3.039  O62 1.625, O64 1.437, O65 1.435, O66 1.623
64 O -4.372 1.280 1.653  S63 1.437
65 O -3.817 0.084 3.803  S63 1.435
66 O -5.015 2.263 3.838  C60 1.428, S63 1.623
67 H -4.009 2.966 5.483  C60 1.094
68 H -4.882 4.211 4.551  C60 1.091
69 H -2.226 3.989 4.165  C61 1.091
70 H -3.270 4.096 2.724  C61 1.094
71 C -5.044 -2.027 1.057  C72 1.523, O77 1.430, H78 1.094, H79 1.093
72 C -5.461 -3.053 2.102  C71 1.523, O73 1.426, H80 1.091, H81 1.095
73 O -6.883 -2.962 2.165  C72 1.426, S74 1.626
74 S -7.455 -2.566 0.696  O73 1.626, O75 1.435, O76 1.434, O77 1.627
75 O -7.874 -3.771 0.038  S74 1.435
76 O -8.303 -1.418 0.834  S74 1.434
77 O -6.044 -2.093 0.037  C71 1.430, S74 1.627
78 H -5.049 -1.015 1.473  C71 1.094
79 H -4.058 -2.241 0.637  C71 1.093
80 H -5.019 -2.855 3.079  C72 1.091
81 H -5.201 -4.068 1.785  C72 1.095
82 C 7.112 1.498 -2.377  C83 1.523, O88 1.428, H89 1.094, H90 1.091
83 C 5.775 0.825 -2.099  C82 1.523, O84 1.428, H91 1.091, H92 1.094
84 O 4.790 1.793 -2.460  C83 1.428, S85 1.627
85 S 5.358 2.691 -3.692  O84 1.627, O86 1.435, O87 1.434, O88 1.624
86 O 4.832 2.158 -4.916  S85 1.435
87 O 5.247 4.075 -3.332  S85 1.434
88 O 6.917 2.250 -3.575  C82 1.428, S85 1.624
89 H 7.377 2.196 -1.576  C82 1.094
90 H 7.919 0.775 -2.508  C82 1.091
91 H 5.665 0.534 -1.053  C83 1.091
92 H 5.636 -0.054 -2.737  C83 1.094
93 C -5.463 -0.448 -4.470  C94 1.522, O99 1.429, H100 1.094, H101 1.091
94 C -6.716 -1.273 -4.729  C93 1.522, O95 1.427, H102 1.091, H103 1.094
95 O -6.411 -2.577 -4.234  C94 1.427, S96 1.627
96 S -5.404 -2.440 -2.963  O95 1.627, O97 1.438, O98 1.439, O99 1.625
97 O -6.182 -2.505 -1.756  S96 1.438
98 O -4.258 -3.277 -3.200  S96 1.439
99 O -4.972 -0.891 -3.203  C93 1.429, S96 1.625
100 H -4.695 -0.651 -5.222  C93 1.094
101 H -5.672 0.623 -4.445  C93 1.091
102 H -6.976 -1.314 -5.788  C94 1.091
103 H -7.568 -0.887 -4.161  C94 1.094
104 C 1.334 9.511 1.836  C105 1.522, O110 1.427, H111 1.094, H112 1.091
105 C 0.082 9.505 0.970  C104 1.522, O106 1.427, H113 1.091, H114 1.094
106 O -1.001 9.678 1.883  C105 1.427, S107 1.626
107 S -0.504 10.601 3.126  O106 1.626, O108 1.435, O109 1.434, O110 1.625
108 O -0.912 11.953 2.873  S107 1.435
109 O -0.802 9.912 4.349  S107 1.434
110 O 1.093 10.491 2.845  C104 1.427, S107 1.625
111 H 1.478 8.544 2.327  C104 1.094
112 H 2.229 9.764 1.264  C104 1.091
113 H -0.032 8.576 0.409  C105 1.091
114 H 0.077 10.352 0.277  C105 1.094

Record 3
Entry from the OMol25 dataset: an isolated molecule of C19H20ClNO4 (ωB97M-V with the def2-TZVPD basis set).

Summary:
Calculated total energy in Ha: -1551.980386
Multiplicity: 1
SMILES: CCOc1ccc([C@H](CC(=O)O)NC(=O)Cc2ccc(Cl)cc2)cc1
Molecular weight in g mol⁻¹: 361.82
Total charge: 0

Last columns: bonded neighbours and bond lengths (Å).
Geometry (Å):
1 C -3.303 -3.043 0.425  C2 1.525, H26 1.086, H27 1.087, H28 1.087
2 C -2.376 -3.750 -0.558  C1 1.525, O3 1.415, H29 1.094, H30 1.096
3 O -1.035 -3.777 -0.110  C2 1.415, C4 1.358
4 C -0.275 -2.654 -0.181  O3 1.358, C5 1.396, C25 1.392
5 C 0.986 -2.744 0.410  C4 1.396, C6 1.380, H31 1.079
6 C 1.856 -1.674 0.399  C5 1.380, C7 1.389, H32 1.078
7 C 1.501 -0.480 -0.216  C6 1.389, C8 1.513, C24 1.390
8 C 2.363 0.763 -0.222  C7 1.513, C9 1.532, N13 1.455, H33 1.097
9 C 3.751 0.588 0.403  C8 1.532, C10 1.509, H34 1.090, H35 1.093
10 C 4.594 -0.379 -0.392  C9 1.509, O11 1.198, O12 1.342
11 O 4.564 -0.525 -1.581  C10 1.198
12 O 5.427 -1.072 0.401  C10 1.342, H36 0.970
13 N 1.632 1.812 0.471  C8 1.455, C14 1.352, H37 1.009
14 C 1.217 2.943 -0.143  N13 1.352, O15 1.208, C16 1.531
15 O 1.637 3.319 -1.212  C14 1.208
16 C 0.111 3.669 0.628  C14 1.531, C17 1.502, H38 1.090, H39 1.089
17 C -1.132 2.861 0.384  C16 1.502, C18 1.391, C23 1.389
18 C -1.764 2.932 -0.854  C17 1.391, C19 1.382, H40 1.080
19 C -2.850 2.129 -1.143  C18 1.382, C20 1.386, H41 1.079
20 C -3.312 1.241 -0.184  C19 1.386, Cl21 1.731, C22 1.385
21 Cl -4.670 0.229 -0.542  C20 1.731
22 C -2.701 1.156 1.055  C20 1.385, C23 1.384, H42 1.079
23 C -1.612 1.964 1.330  C17 1.389, C22 1.384, H43 1.081
24 C 0.248 -0.398 -0.814  C7 1.390, C25 1.382, H44 1.081
25 C -0.637 -1.459 -0.797  C4 1.392, C24 1.382, H45 1.078
26 H -4.324 -3.076 0.057  C1 1.086
27 H -3.259 -3.535 1.394  C1 1.087
28 H -3.008 -2.004 0.551  C1 1.087
29 H -2.654 -4.805 -0.641  C2 1.094
30 H -2.445 -3.297 -1.554  C2 1.096
31 H 1.263 -3.676 0.878  C5 1.079
32 H 2.817 -1.788 0.875  C6 1.078
33 H 2.497 1.111 -1.254  C8 1.097
34 H 3.695 0.260 1.441  C9 1.090
35 H 4.259 1.556 0.378  C9 1.093
36 H 5.980 -1.668 -0.129  O12 0.970
37 H 1.172 1.532 1.324  N13 1.009
38 H 0.351 3.723 1.689  C16 1.090
39 H 0.011 4.674 0.220  C16 1.089
40 H -1.388 3.614 -1.601  C18 1.080
41 H -3.334 2.185 -2.106  C19 1.079
42 H -3.071 0.466 1.797  C22 1.079
43 H -1.142 1.897 2.301  C23 1.081
44 H -0.045 0.519 -1.303  C24 1.081
45 H -1.597 -1.338 -1.274  C25 1.078